(1)
Molecular formula: C3H6N2O2S
Method: DFT, ωB97M-V/def2-TZVPD

Its energy above the lowest of the compared OMol25 structures with the same formula, charge and spin is 22.77 kcal per mole. As for the largest force on an atom: 8.130 eV Å⁻¹. As for the total charge: +2. The gap between HOMO and LUMO (alpha / beta) comes out at 7.6 / 7.6 eV. The value obtained for the molecular weight is 134.2 g mol⁻¹. The calculation puts the LUMO energy (alpha / beta) at -13.2 / -13.2 eV.

Geometry as XYZ:
```
14
Properties=species:S:1:pos:R:3:lowdin_charge:R:1
C -0.770 0.620 0.096 -0.296
C -1.082 -1.961 0.125 0.063
C 1.270 1.990 0.014 0.142
N -1.598 -0.629 0.101 -0.067
N 0.563 0.728 0.102 -0.139
O -2.793 0.041 -0.047 -0.215
O 1.167 -0.314 0.170 0.266
S -2.232 1.579 0.030 1.365
H -1.834 -2.592 0.698 0.167
H -0.284 -2.045 0.894 0.140
H -0.891 -2.174 -0.955 0.162
H 0.584 2.649 0.452 0.112
H 1.790 1.972 -0.937 0.170
H 2.124 2.063 0.600 0.129
```

---

(2)
Molecular formula: C3H6N2O2S
Method: DFT, ωB97M-V/def2-TZVPD

Its energy above the lowest of the compared OMol25 structures with the same formula, charge and spin is 43.64 kcal per mole. As for the largest force on an atom: 6.141 eV Å⁻¹. As for the total charge: +2. The gap between HOMO and LUMO comes out at 8.3 eV. The value obtained for the molecular weight is 134.2 g mol⁻¹. The calculation puts the LUMO energy at -12.1 eV.

Geometry as XYZ:
```
14
Properties=species:S:1:pos:R:3:lowdin_charge:R:1
C -0.603 0.874 0.181 -0.351
C -0.447 -2.721 0.024 -0.003
C 1.193 2.313 -0.504 0.106
N -0.875 -1.501 0.060 -0.053
N 0.420 1.661 0.636 -0.202
O -2.014 -1.157 -0.209 -0.093
O 0.772 1.637 1.817 0.260
S -2.145 0.845 0.096 1.357
H 0.344 -3.037 -0.629 0.167
H -1.295 -3.461 0.038 0.168
H 0.418 -2.915 0.813 0.224
H 0.648 3.060 -1.107 0.139
H 1.570 1.555 -1.223 0.141
H 2.014 2.847 0.008 0.139
```